# 1
A molecular structure, C29H24MnN2O5S2Te in a non-equilibrium geometry, computed with ωB97M-V/def2-TZVPD.

```
64
Properties=species:S:1:pos:R:3
Mn -0.09190 -0.23952 -0.20478
O 1.83368 -0.34852 -0.49722
N 2.58353 0.75349 -0.42220
C 3.91171 0.57828 -0.60893
C 4.77594 1.63191 -0.55680
C 4.25443 2.90794 -0.30279
C 2.90685 3.06563 -0.13200
C 2.01906 1.97029 -0.20207
S 0.32855 2.07229 -0.04315
H 4.18630 -0.44774 -0.79851
H 5.83031 1.46181 -0.71503
H 4.91136 3.76588 -0.24832
H 2.47161 4.03660 0.05713
O -0.84841 -0.08696 -2.15814
N -1.98524 0.29558 -1.71571
O -2.90469 0.58057 -2.43193
O -2.04605 0.33436 -0.44645
O -0.35083 -0.33384 1.85660
S 0.27121 0.60851 2.86544
C -0.05106 -0.20778 4.41891
C -0.30475 -1.57035 4.45895
C -0.54925 -2.16650 5.68539
C -0.54096 -1.40502 6.84828
C -0.29822 -0.04062 6.79093
C -0.05944 0.56819 5.56658
C 2.03486 0.34707 2.81490
C 2.85384 1.39748 3.19953
C 4.22937 1.21495 3.20004
C 4.76457 -0.00437 2.80797
C 3.93064 -1.04051 2.40619
C 2.55612 -0.86690 2.40426
H -0.32988 -2.13835 3.53776
H -0.75371 -3.22800 5.73472
H -0.73765 -1.87672 7.80206
H -0.30969 0.55405 7.69456
H 0.11343 1.63607 5.50509
H 2.42313 2.35018 3.48437
H 4.88036 2.02701 3.49545
H 5.83796 -0.14326 2.80102
H 4.35254 -1.98582 2.08823
H 1.88701 -1.64845 2.07636
Te -0.80043 -2.78847 -0.99736
C -0.21561 -4.49228 0.09283
C -0.78441 -5.72090 -0.22814
C -0.40320 -6.86615 0.45947
C 0.54253 -6.78939 1.47083
C 1.10447 -5.56454 1.80221
C 0.72189 -4.41956 1.11750
C 0.77244 -2.90326 -2.40034
C 2.08590 -3.06321 -1.98016
C 3.10592 -3.13642 -2.91694
C 2.81915 -3.02784 -4.27124
C 1.50856 -2.85116 -4.68724
C 0.48144 -2.79725 -3.75375
H -1.52116 -5.78934 -1.01842
H -0.84769 -7.81925 0.20332
H 0.84033 -7.68342 2.00334
H 1.83746 -5.49850 2.59653
H 1.15212 -3.46436 1.38540
H 2.32142 -3.11721 -0.92517
H 4.12908 -3.26892 -2.58680
H 3.61708 -3.07830 -5.00093
H 1.27852 -2.75947 -5.74088
H -0.54035 -2.65612 -4.08195
```

Properties
**Energy relative to the best compared isomer or geometry (same formula, charge and spin)**: 0.0 kJ/mol
**Calculated total energy**: -103958.93467 eV
**Lowest unoccupied orbital energy (spin up / spin down)**: 0.13 / 0.13 eV
**Frontier orbital gap (spin up / spin down)**: 7.592 / 7.355 eV
**E_HOMO (spin up / spin down)**: -7.461 / -7.221 eV
**Multiplicity**: 2


# 2
A molecular structure, C19H24ClN2O7PS2Te2Zn, computed with ωB97M-V/def2-TZVPD.

```
59
Properties=species:S:1:pos:R:3
Zn 0.50482 0.09143 0.03161
O -3.66591 0.15235 -0.22253
Cl -2.59525 -0.59278 0.37459
O -3.12604 -1.54681 1.32450
O -1.67980 0.31082 1.07530
O -1.85025 -1.30420 -0.64681
S 1.08702 -1.58877 -2.88839
C -0.04919 -2.75684 -2.60984
N -0.18874 -3.23562 -1.31499
C -1.12067 -4.11859 -0.95607
C -1.90732 -4.68901 -1.90760
C -1.71527 -4.22617 -3.22414
N -0.85183 -3.31273 -3.57480
H 0.27572 -2.67410 -0.60614
H -1.18374 -4.35294 0.09774
H -2.65755 -5.42252 -1.65795
H -2.32203 -4.62547 -4.03370
C 0.92975 -1.63658 1.13725
C 1.37948 -1.31337 2.51250
C 0.48012 -0.79093 3.45371
C 0.88892 -0.47779 4.73909
C 2.21235 -0.65652 5.12839
C 3.11422 -1.17531 4.21021
C 2.69947 -1.50360 2.92753
H -0.04978 -2.13044 1.18072
H 1.65376 -2.28849 0.63581
H -0.54286 -0.60996 3.14279
H 0.17129 -0.07978 5.44848
H 2.53707 -0.38020 6.12451
H 4.15068 -1.31877 4.49437
H 3.41765 -1.89452 2.21427
C -2.77007 0.89608 -4.95934
C -1.51306 0.66146 -4.14419
O -0.89317 1.92675 -3.85907
P -0.76004 2.39145 -2.32900
O -0.40633 1.19191 -1.49035
Te 0.52878 4.36437 -2.32777
O -2.31171 2.75318 -2.03045
C -2.63634 3.15653 -0.68727
C -3.04472 4.61675 -0.66542
H -3.19765 -0.06077 -5.26952
H -2.53548 1.48965 -5.84541
H -3.50247 1.44369 -4.36463
H -0.79173 0.06160 -4.69801
H -1.74275 0.13584 -3.21578
H -1.78804 2.98386 -0.02003
H -3.44696 2.51422 -0.35205
H -2.20568 5.24284 -0.96903
H -3.35839 4.89621 0.34404
H -3.87225 4.78510 -1.35955
Te 1.87734 2.27846 0.33029
C 3.42841 1.91650 1.74636
C 4.41900 0.97294 1.74207
C 5.37524 1.12308 2.78842
C 5.11833 2.19996 3.58131
S 3.70252 3.01703 3.04541
H 4.45627 0.17977 1.00699
H 6.21131 0.45315 2.94946
H 5.66355 2.55662 4.44210
```

Properties
**Charge**: -2
**Calculated total energy**: -143889.12339 eV
**Lowest unoccupied orbital energy**: 4.28 eV
**Frontier orbital gap**: 5.423 eV
**E_HOMO**: -1.145 eV
**Multiplicity**: 1


# 3
2 unconnected molecules or ions with the total composition C8H9FO3S in a non-equilibrium geometry, computed with ωB97M-V/def2-TZVPD.

```
22
Properties=species:S:1:pos:R:3
C 0.83297 -3.02946 -1.85167
C -0.44580 -2.62402 -1.47670
C 1.98933 -2.44701 -1.39199
C -0.61835 -1.69888 -0.47006
C 1.93345 -1.33314 -0.54708
C 0.59271 -1.19035 -0.12230
C -1.70377 3.11858 0.71407
C 0.66652 1.62834 1.49964
O -0.62133 1.09857 -0.77563
O -1.64065 0.46501 1.32848
O 0.44601 2.20016 2.76313
F 1.43356 2.51341 0.80054
S -0.84914 1.41794 0.58798
H 1.08690 -3.89139 -2.56000
H -1.29396 -3.06261 -1.90716
H 2.89464 -2.91010 -1.74169
H -1.58604 -1.29727 -0.19060
H 2.70814 -0.84411 -0.06460
H -2.45575 2.83484 1.37327
H -0.89420 3.75161 1.15770
H -2.17023 3.51757 -0.28129
H -0.30499 1.78231 3.15596
```

Properties
**Energy relative to the best compared isomer or geometry (same formula, charge and spin)**: 523.5 kJ/mol
**Calculated total energy**: -28129.88139 eV
**Lowest unoccupied orbital energy**: -1.89 eV
**Frontier orbital gap**: 5.673 eV
**E_HOMO**: -7.560 eV
**Multiplicity**: 1


# 4
2 unconnected molecules or ions with the total composition C2H7N3O2 in a non-equilibrium geometry, computed with ωB97M-V/def2-TZVPD.

```
14
Properties=species:S:1:pos:R:3
C 0.98100 -1.29226 0.04563
C 1.34800 1.08597 -0.13737
N -1.78457 -0.69668 -0.14879
N 0.67367 -0.06563 -0.61244
N -1.11834 0.31365 -0.03719
O -1.33351 1.48747 0.19834
O -3.13481 -0.58722 0.04121
H 0.92157 -1.23647 1.14255
H 0.31395 -2.06983 -0.32371
H 2.00757 -1.55705 -0.22268
H 0.60987 1.90027 -0.05437
H 1.83358 0.95758 0.83684
H 2.07045 1.41117 -0.88529
H -3.38843 0.34903 0.15727
```

Properties
**Energy relative to the best compared isomer or geometry (same formula, charge and spin)**: 694.7 kJ/mol
**Calculated total energy**: -10746.87575 eV
**Lowest unoccupied orbital energy**: 0.06 eV
**Frontier orbital gap**: 9.674 eV
**E_HOMO**: -9.616 eV
**Multiplicity**: 1